(1)
The following is a DFT calculation (ωB97M-V/def2-TZVPD) of one molecule with the formula C2H2BrF3 in a non-equilibrium geometry.

ORCA input file:
```
! wB97M-V def2-TZVPD RIJCOSX def2/J DEFGRID3
* xyz 0 1
C 0.48 -0.69 -0.24
C -0.41 0.70 0.24
F 1.71 -0.68 0.38
F -0.22 -1.77 0.15
F 0.30 1.84 -0.06
Br -2.20 0.65 -0.40
H 0.71 -0.71 -1.42
H -0.36 0.66 1.35
*
```

The HOMO energy is -10.9 eV. The total energy is -80300.5232 eV. The SMILES is FC(F)[C@@H](F)Br. For the LUMO energy, the calculation gives 0.71 eV. As for the energy above the lowest of the compared OMol25 structures with the same formula, charge and spin: 89.5 kJ/mol. As for the gap between HOMO and LUMO: 11.6 eV.

(2)
The following is a DFT calculation (ωB97M-V/def2-TZVPD) of C2H2BrFO as an isolated structure in a non-equilibrium geometry.

ORCA input file:
```
! wB97M-V def2-TZVPD RIJCOSX def2/J DEFGRID3
* xyz 0 1
C -0.79 0.47 0.66
C -0.34 0.10 -0.50
O 0.63 -1.37 -0.26
F -0.15 0.38 -1.74
Br 2.33 -1.04 -0.72
H -1.19 1.46 0.93
H -0.48 0.00 1.63
*
```

The HOMO energy is -9.5 eV. The total energy is -76909.5154 eV. For the LUMO energy, the calculation gives 0.05 eV. As for the energy above the lowest of the compared OMol25 structures with the same formula, charge and spin: 308.5 kJ/mol. As for the gap between HOMO and LUMO: 9.6 eV.

(3)
The following is a DFT calculation (ωB97M-V/def2-TZVPD) of C2H2BrFO as an isolated structure in a non-equilibrium geometry.

ORCA input file:
```
! wB97M-V def2-TZVPD RIJCOSX def2/J DEFGRID3
* xyz 0 1
C -0.47 -0.92 -0.54
C 0.38 0.42 0.53
O -0.92 -1.93 -0.14
F -0.31 0.68 1.62
Br 0.21 1.96 -0.66
H -0.29 -0.55 -1.51
H 1.39 0.34 0.69
*
```

The HOMO energy is -9.9 eV. The total energy is -76911.8100 eV. For the LUMO energy, the calculation gives 0.29 eV. As for the energy above the lowest of the compared OMol25 structures with the same formula, charge and spin: 87.1 kJ/mol. As for the gap between HOMO and LUMO: 10.2 eV.

Among the records above, which one has the lowest gap between HOMO and LUMO?
number 2

gap between HOMO and LUMO of number 2 (C2H2BrFO)?
9.6 eV

Among the records above, which one has the highest gap between HOMO and LUMO?
C2H2BrF3